Computed, not measured: a 9-piece molecular cluster, C71H98Br2N12O2 overall in a non-equilibrium geometry, with wB97M-V/def2-TZVPD.

The geometry in ORCA input format:
```
! RIJCOSX wB97M-V def2-TZVPD def2/J DEFGRID3
* xyz 10 1
C 1.07420 -1.12744 2.42296
C 2.11697 -0.05906 2.89460
N 1.48363 1.00910 3.77677
C 2.57380 2.06946 4.10831
C 0.30592 1.65499 2.94747
C -0.41646 2.87578 3.58132
C 0.88231 0.54621 5.15800
C 1.91173 -0.26914 6.02290
O 1.63395 -1.59104 5.82525
C 2.26478 -2.36742 6.84073
H 1.65024 -1.88942 1.89792
H 0.27281 -0.75367 1.78564
H 0.56441 -1.54390 3.29174
H 2.60589 0.38601 2.02802
H 2.92088 -0.48115 3.49766
H 2.09446 2.74499 4.81681
H 2.85993 2.52643 3.16099
H 3.47439 1.53003 4.40165
H -0.52829 0.96579 2.81634
H 0.85428 1.99594 2.06931
H 0.22213 3.72103 3.83793
H -1.02889 2.54908 4.42173
H -1.14414 3.23724 2.85471
H -0.06048 0.01108 5.04441
H 0.71387 1.44590 5.74985
H 1.63339 -0.06714 7.05722
H 2.95260 -0.02116 5.81510
H 3.34326 -2.26727 6.71845
H 2.09665 -3.44431 6.82903
H 2.07675 -2.01017 7.85321
C -4.77752 0.77049 0.18584
C -3.39969 0.39690 0.64043
O -2.99728 0.45439 1.84388
N -2.35288 -0.16879 -0.36106
H -1.97163 -1.08084 -0.15392
H -2.85153 -0.19819 -1.23889
C -1.15589 0.80505 -0.49009
H -5.44476 0.88626 1.03994
H -5.19904 -0.00181 -0.45758
H -4.71735 1.70695 -0.36871
H -0.71696 1.13110 0.45285
H -1.53994 1.71363 -0.95388
H -0.43506 0.46821 -1.23510
C -0.53109 -2.38880 -3.23588
N 0.89813 -2.23358 -3.18731
C 1.43539 -1.63272 -2.09644
C 2.80554 -1.38231 -2.01421
C 3.72438 -1.82467 -3.01358
C 3.15042 -2.61089 -4.03951
C 1.72038 -2.72169 -4.14374
C 5.09313 -1.34450 -3.01663
C 6.08705 -2.07310 -3.68001
C 7.42092 -1.62788 -3.76263
N 7.76302 -0.48087 -3.13732
C 6.85100 0.27525 -2.52023
C 5.50830 -0.17793 -2.42208
C 9.11107 0.08511 -3.31135
H -0.73976 -3.42625 -2.97461
H -0.84562 -2.12994 -4.24690
H -1.05457 -1.71502 -2.55758
H 0.70439 -1.26924 -1.38938
H 3.19708 -0.87414 -1.14538
H 3.67602 -2.96144 -4.91544
H 1.28390 -3.26827 -4.96663
H 5.80778 -2.89356 -4.32442
H 8.21924 -2.11848 -4.29966
H 7.23291 1.23111 -2.19334
H 4.80886 0.44556 -1.88503
H 9.80138 -0.63212 -3.75538
H 9.64502 0.38459 -2.40952
H 9.07956 1.01523 -3.87878
C -4.43999 3.93741 -3.94456
N -3.44492 4.45038 -2.89927
C -3.60482 4.06286 -1.60266
C -2.60125 4.42428 -0.64979
C -1.55893 5.16713 -1.04063
C -1.42700 5.58703 -2.38452
C -2.38578 5.19699 -3.34383
C -0.52334 5.53080 -0.00574
C 0.82151 5.25118 -0.26761
C 1.73453 5.34269 0.72924
N 1.44519 5.81311 1.95466
C 0.16327 6.11578 2.27535
C -0.85050 6.01186 1.24691
C 2.45265 5.89409 3.06719
H -5.38011 3.62013 -3.49332
H -4.07372 3.13964 -4.59072
H -4.68580 4.75951 -4.61674
H -4.50167 3.46544 -1.53078
H -2.82383 4.09836 0.35552
H -0.48542 5.96815 -2.75135
H -2.25410 5.38117 -4.39983
H 1.12117 4.84236 -1.22127
H 2.76342 5.08605 0.52450
H -0.13207 6.41654 3.26969
H -1.86302 6.30948 1.47630
H 2.48148 6.90246 3.48008
H 3.44331 5.73117 2.64275
H 2.25168 5.09298 3.77848
C 6.18412 -3.44581 -8.88697
N 5.28125 -2.48027 -8.20506
C 4.00743 -2.34581 -8.55117
C 3.15570 -1.49706 -7.80641
C 3.57245 -0.72964 -6.72298
C 4.93741 -0.90768 -6.44563
C 5.77276 -1.84819 -7.14254
C 2.68634 0.22078 -6.06825
C 1.28993 0.06091 -6.12082
C 0.44404 0.86463 -5.33226
N 0.94584 1.77904 -4.45582
C 2.28319 2.01790 -4.46482
C 3.17615 1.24206 -5.22111
C 0.13499 2.71799 -3.75142
H 6.19194 -3.25918 -9.96084
H 5.66321 -4.40077 -8.81771
H 7.18605 -3.56920 -8.47585
H 3.65871 -2.96902 -9.36135
H 2.09025 -1.55524 -7.97323
H 5.37974 -0.27371 -5.69142
H 6.77149 -2.19484 -6.92172
H 0.84573 -0.63443 -6.81766
H -0.63127 0.76421 -5.32626
H 2.61219 2.69873 -3.69370
H 4.23553 1.44624 -5.27049
H -0.89669 2.40900 -3.58333
H 0.25611 3.62507 -4.34357
H 0.52532 2.89647 -2.74948
C -7.75350 1.60141 -4.83144
N -7.13950 0.27858 -4.43669
C -6.96022 -0.66818 -5.41268
C -6.60708 -1.95351 -4.98350
C -6.23086 -2.21105 -3.69820
C -6.34864 -1.16831 -2.75922
C -6.78137 0.09810 -3.11203
C -5.74359 -3.53547 -3.24065
C -4.79807 -3.70289 -2.24994
C -4.32093 -5.02855 -1.91057
N -4.78118 -6.07554 -2.63339
C -5.60963 -5.96275 -3.62888
C -6.14430 -4.71357 -3.89085
C -4.37730 -7.46181 -2.32134
H -8.62289 1.75920 -4.19319
H -8.05479 1.67964 -5.87605
H -7.16925 2.47426 -4.54009
H -7.25438 -0.51109 -6.43991
H -6.33315 -2.74079 -5.67020
H -6.09242 -1.32226 -1.72141
H -6.83007 0.95895 -2.46166
H -4.47809 -2.81114 -1.73148
H -3.79405 -5.24387 -0.99273
H -5.78493 -6.95294 -4.02283
H -6.86314 -4.74798 -4.69614
H -3.43883 -7.34520 -1.77933
H -4.40733 -8.05573 -3.23482
H -5.12393 -7.74346 -1.57884
C -3.31297 0.64360 5.29646
N -2.53492 0.08847 6.44833
C -2.23810 0.86600 7.53492
C -1.40399 0.35805 8.53680
C -0.98123 -0.99674 8.45606
C -1.39871 -1.79880 7.37456
C -2.12343 -1.20110 6.34890
C -0.04533 -1.48995 9.53339
C -0.02283 -2.79097 10.03999
C 0.80360 -3.14274 11.13060
N 1.65447 -2.19971 11.64679
C 1.70504 -0.92636 11.17334
C 0.82412 -0.56426 10.13378
C 2.51445 -2.51004 12.84031
H -3.94651 1.47031 5.61784
H -3.92941 -0.14058 4.85696
H -2.53616 1.09958 4.68265
H -2.63359 1.87003 7.49137
H -1.13948 0.90191 9.43160
H -1.10977 -2.83297 7.25886
H -2.40861 -1.76056 5.47022
H -0.66107 -3.52617 9.57252
H 0.75739 -4.08238 11.66101
H 2.36568 -0.25050 11.69598
H 0.98615 0.41947 9.71855
H 3.43568 -1.92771 12.82248
H 2.52301 -3.57058 13.09187
H 1.99942 -2.05813 13.68802
Br -3.03761 0.48378 -3.69126
Br -1.36215 -3.46514 0.38261
*
```

Its LUMO energy is -20.10 eV. As for the total energy: -8714.90644 hartree.

---

Computed, not measured: a 5-piece molecular cluster, C48H75NO6PS3 overall in a non-equilibrium geometry, with wB97M-V/def2-TZVPD.

The geometry in ORCA input format:
```
! RIJCOSX wB97M-V def2-TZVPD def2/J DEFGRID3
* xyz -1 1
C 3.07106 3.99380 3.00388
C 2.06161 4.12711 1.79402
C 0.95755 5.21153 2.07798
C 0.08973 5.38592 0.78321
N -0.56398 4.11705 0.33408
C -1.18183 4.39426 -0.97662
C -1.99343 3.17933 -1.53578
C -1.26036 1.80848 -1.35970
C -1.95025 0.60328 -2.09000
C -3.18965 -0.00299 -1.34341
O -4.17637 0.98385 -1.08621
P -4.43720 1.35899 0.59298
C -6.09495 0.44905 0.76910
C -7.07931 0.62834 -0.43781
C -7.89445 1.96447 -0.41836
S -8.93412 2.14252 1.10978
O -9.35338 0.81400 1.64166
O -10.14132 2.90686 0.68695
O -8.11090 3.01605 2.25225
O -3.42637 0.01181 1.12960
C -2.98837 -0.77264 0.03958
O -1.83613 -1.57816 0.22825
C -0.90456 -0.96075 1.11811
C 0.58406 -1.39611 0.76357
C 1.47386 -0.07201 0.67925
C 0.69203 -2.06928 -0.65040
C 0.31711 -3.58658 -0.67966
C 1.38591 -4.51990 -0.00719
C 0.20712 -3.98978 -2.22617
C -1.56207 3.82539 1.33984
S -3.04598 4.54525 1.49462
S -1.07752 2.50791 2.51373
C -2.53161 2.12703 3.56269
C -2.43912 0.60634 3.93954
C -2.97937 0.27957 5.39545
H 2.95492 2.97699 3.45162
H 4.09956 4.14981 2.59707
H 2.85597 4.76290 3.77970
H 1.53759 3.16832 1.58172
H 2.59102 4.44739 0.85714
H 0.35260 4.92035 2.96977
H 1.43226 6.19536 2.33886
H 0.66540 5.86960 -0.04683
H -0.71818 6.13042 1.04169
H -0.36041 4.61322 -1.71172
H -1.80691 5.31999 -0.92382
H -2.09789 3.34844 -2.64425
H -3.03028 3.20206 -1.13117
H -1.05659 1.59240 -0.28665
H -0.24990 1.93402 -1.84429
H -1.17410 -0.15934 -2.33797
H -2.32790 1.00354 -3.07010
H -3.66538 -0.71804 -2.06000
H -5.11016 2.56183 0.09561
H -4.59730 1.82361 1.97318
H -3.18668 2.10001 0.64839
H -5.90434 -0.64454 0.91631
H -6.57104 0.81278 1.71374
H -6.61406 0.51991 -1.44218
H -7.83924 -0.19657 -0.36117
H -8.64737 1.93746 -1.24702
H -7.27881 2.87530 -0.60204
H -7.80852 3.81342 1.78484
H -3.81060 -1.54927 -0.01858
H -0.99468 0.14525 1.19080
H -1.09337 -1.35514 2.15603
H 1.04639 -2.00246 1.57941
H 2.54140 -0.40772 0.65510
H 1.27367 0.33799 -0.34645
H 1.24857 0.65234 1.48988
H 0.07052 -1.55209 -1.41959
H 1.76044 -1.92631 -0.97850
H -0.68717 -3.79200 -0.25123
H 1.73016 -4.10434 0.97287
H 0.88601 -5.49127 0.21917
H 2.24369 -4.75380 -0.68895
H 0.64670 -4.98705 -2.44327
H 0.78777 -3.21682 -2.79649
H -0.86396 -3.88454 -2.50476
H -3.50967 2.30441 3.05631
H -2.51960 2.77794 4.47466
H -1.35204 0.32277 3.94974
H -2.95530 -0.04029 3.19829
H -3.66690 -0.59214 5.30174
H -3.50714 1.13171 5.87528
H -2.13970 -0.05476 6.05680
C 6.52146 1.67885 1.05821
C 5.59716 1.14886 0.16600
C 5.85093 -0.06621 -0.45884
C 7.02584 -0.75650 -0.18412
C 7.94877 -0.22824 0.71081
C 7.69888 0.99128 1.32897
H 6.32428 2.62774 1.54282
H 4.67788 1.68342 -0.04300
H 5.13266 -0.47584 -1.15907
H 7.22154 -1.70624 -0.66760
H 8.86399 -0.76734 0.92619
H 8.42087 1.40540 2.02272
C 2.09207 -8.26700 2.80420
C 1.97205 -6.94505 3.21554
C 3.10636 -6.21384 3.54667
C 4.36253 -6.80218 3.45742
C 4.48300 -8.12323 3.04270
C 3.34781 -8.85720 2.72000
H 1.20706 -8.83760 2.54898
H 0.99346 -6.48419 3.27843
H 3.01177 -5.18520 3.87321
H 5.24737 -6.23055 3.71096
H 5.46264 -8.58128 2.97155
H 3.44150 -9.88865 2.40164
C 2.64380 8.83661 -3.37893
C 3.10778 8.62977 -2.08543
C 3.24866 7.33692 -1.59519
C 2.93425 6.24977 -2.40277
C 2.47372 6.45684 -3.69756
C 2.32436 7.74987 -4.18447
H 2.53078 9.84482 -3.75957
H 3.35899 9.47706 -1.45826
H 3.60395 7.17613 -0.58405
H 3.04811 5.24134 -2.02239
H 2.23008 5.60933 -4.32724
H 1.96002 7.91083 -5.19199
C 2.30382 -7.92642 -5.37049
C 1.42273 -7.73702 -4.31261
C 0.05752 -7.63965 -4.55335
C -0.42780 -7.74114 -5.85182
C 0.45298 -7.93418 -6.90939
C 1.81908 -8.02271 -6.66966
H 3.36851 -7.99887 -5.18276
H 1.80042 -7.66428 -3.29942
H -0.62830 -7.48517 -3.72908
H -1.49251 -7.66965 -6.03894
H 0.07429 -8.01474 -7.92158
H 2.50600 -8.16772 -7.49494
*
```

Its LUMO energy is 2.04 eV. As for the total energy: -3915.97479 hartree.

---

Computed, not measured: C21H27N5O4PtSe as an isolated structure in a non-equilibrium geometry, with wB97M-V/def2-TZVPD.

The geometry in ORCA input format:
```
! RIJCOSX wB97M-V def2-TZVPD def2/J DEFGRID3
* xyz 2 1
Pt -0.12350 0.09410 -0.35940
C -0.85280 0.27400 2.89800
O 0.16370 -0.08850 1.96540
C 1.45010 0.36610 2.38930
C 2.54150 -0.29940 1.56060
O 2.34320 0.02310 0.19540
C 3.25790 -0.62080 -0.67010
H -0.66310 -0.22080 3.85380
H -1.80920 -0.05790 2.49890
H -0.87390 1.35450 3.04850
H 1.58750 0.11010 3.44710
H 1.51210 1.45320 2.26260
H 2.52120 -1.39020 1.70740
H 3.51680 0.07770 1.89650
H 4.28350 -0.44470 -0.33890
H 3.11980 -0.18470 -1.65610
H 3.07060 -1.69880 -0.71330
C 0.10460 -2.89510 -5.11190
C 0.12840 -3.15860 -3.73910
C 0.07570 -2.12740 -2.83460
C -0.03160 -0.78970 -3.27800
C -0.07630 -0.53560 -4.67530
C 0.00110 -1.57910 -5.56340
N -0.10710 0.23350 -2.40170
N -0.14310 1.46590 -2.88890
C -0.09790 2.43830 -2.00010
C -0.09290 3.81340 -2.35960
C -0.04020 4.76960 -1.38070
C -0.02340 4.41310 -0.02760
C -0.05800 3.06490 0.35320
C -0.06110 2.09930 -0.60540
H 0.15390 -3.71310 -5.81490
H 0.18520 -4.18030 -3.39010
H 0.08940 -2.31020 -1.76710
H -0.19720 0.48660 -5.00110
H -0.03610 -1.37880 -6.62360
H -0.12070 4.07120 -3.40600
H -0.00720 5.81550 -1.64850
H 0.02430 5.17920 0.73030
H -0.09520 2.81500 1.40350
C 2.27750 -4.68130 0.42030
N 0.92440 -5.09410 0.15340
C 0.54010 -6.34330 -0.21690
C -0.81870 -6.33340 -0.34230
N -1.24850 -5.08230 -0.03580
C -2.61160 -4.62450 -0.03080
C -0.17900 -4.32110 0.26180
Se -0.20960 -2.56960 0.89900
H 2.90440 -5.55630 0.58320
H 2.30910 -4.05850 1.31510
H 2.68120 -4.11640 -0.42300
H 1.24500 -7.13950 -0.35130
H -1.49250 -7.12180 -0.61130
H -3.28810 -5.47080 -0.12580
H -2.78250 -3.92890 -0.85470
H -2.82160 -4.10150 0.90340
O -2.24860 -1.50800 -0.72360
N -2.98210 -0.60680 -0.35460
O -2.55870 0.41760 0.12860
*
```

Its LUMO energy (alpha / beta) is -9.18 / -9.17 eV. As for the total energy: -3911.11111 hartree.

---

Computed, not measured: a 2-piece molecular cluster, C16H28Br2FN2O6 overall in a non-equilibrium geometry, with wB97M-V/def2-TZVPD.

The geometry in ORCA input format:
```
! RIJCOSX wB97M-V def2-TZVPD def2/J DEFGRID3
* xyz -1 1
C 2.67945 5.35559 0.72366
C 1.12217 5.07730 0.81354
Br 0.47985 4.93217 2.66103
C 0.64695 3.86449 -0.14326
Br 2.18441 3.01172 -1.13045
N -0.36099 2.99578 0.37333
C -1.54854 3.00964 -0.46042
C -2.43841 4.37235 -0.12159
C -3.81687 4.05893 0.68719
O -2.51944 4.72220 1.27943
C -0.10023 1.77573 1.11654
C -0.30034 0.38518 0.35584
C 0.91649 -0.11919 -0.49186
C 0.54601 0.10288 -2.01477
F 1.64440 -0.04505 -2.89390
C 1.18818 1.60522 1.99569
O 1.13106 0.66864 2.83177
O 2.25820 2.32913 1.97811
C -1.32427 1.69056 2.20142
O -2.36918 1.01590 1.91652
O -1.25869 2.24044 3.34630
H 3.28966 4.56269 1.21058
H 2.83107 6.29126 1.34261
H 3.00250 5.63109 -0.31096
H 0.67019 6.03813 0.43681
H 0.15393 4.42377 -0.99052
H -2.28946 2.20681 -0.24808
H -1.37123 3.02586 -1.56930
H -2.47054 5.20868 -0.91026
H -4.46592 4.93397 0.91617
H -3.73749 3.26493 1.48143
H -1.25404 0.33904 -0.22527
H -0.42798 -0.34898 1.19578
H 0.97352 -1.24266 -0.36271
H 1.91961 0.27902 -0.21973
H -0.30425 -0.60368 -2.23232
H 0.10171 1.13223 -2.11631
C -0.04585 -7.06675 -0.90187
C -0.55968 -5.71703 -1.37626
C 0.54365 -4.67880 -1.56902
O 0.94471 -4.20234 -0.30049
C 2.17726 -4.74697 0.17816
N -1.48222 -5.16361 -0.32691
H 0.35044 -7.02343 0.11455
H -0.85174 -7.80718 -0.90400
H 0.74097 -7.43293 -1.56104
H -1.14007 -5.84248 -2.29199
H 0.12430 -3.81856 -2.10205
H 1.37392 -5.05401 -2.17009
H 2.86125 -5.00157 -0.63305
H 1.97753 -5.63031 0.78970
H 2.64841 -3.99763 0.81354
H -2.11929 -5.85634 0.06778
H -2.03147 -4.37413 -0.68044
H -0.89363 -4.77770 0.43142
*
```

Its LUMO energy is 0.00 eV. As for the total energy: -6435.03463 hartree.

---

Computed, not measured: C3H8S2 as an isolated structure in a non-equilibrium geometry, with wB97M-V/def2-TZVPD.

The geometry in ORCA input format:
```
! RIJCOSX wB97M-V def2-TZVPD def2/J DEFGRID3
* xyz 0 1
C -0.06095 -0.95363 -1.43670
C -0.46680 0.07709 -0.23381
C 0.76414 0.14620 0.76160
H -0.79380 -1.28257 -2.44085
H 0.39954 -1.98714 -0.85894
H 0.60433 -0.31906 -1.78575
H -1.36269 -0.26616 0.19470
H 0.05923 2.62489 0.48180
H 1.42635 1.42028 0.66721
H 1.43569 -0.94861 0.75161
H -1.13179 -0.71941 2.39098
S -0.45118 1.75453 -0.92433
S -0.42205 0.45358 2.43248
*
```

Its relative energy (zero: lowest compared OMol25 entry of this formula, charge and spin) is 6.062 eV. Its LUMO energy is -0.09 eV. As for the total energy: -915.25421 hartree.

---

What is the total energy in the second record?
-3915.97479 hartree

---

total energy of number 2 (C48H75NO6PS3)?
-3915.97479 hartree

---

Which of these has the highest total energy?
C3H8S2

---

Number 3 is which compound?
C21H27N5O4PtSe